# 1
This record from the Open Molecules 2025 dataset describes a cluster of 7 separate species, C42H43F7INO3S in total. The level of theory is ωB97M-V/def2-TZVPD.

Each line ends with the Löwdin charge.
Positions of all 98 atoms, in Å:
O  -2.60684  -3.69735  0.51426  -0.23
S  -3.82529  -3.03887  0.81229  0.60
O  -3.94759  -2.21989  1.96692  -0.24
F  -4.89664  -4.18045  0.96249  -0.13
N  -4.42807  -2.31403  -0.53800  -0.23
C  -3.97165  -0.90440  -0.67202  -0.19
C  -2.44736  -0.68417  -0.61071  -0.17
C  -2.05369  0.25569  0.52122  -0.27
O  -0.63917  0.32334  0.56063  -0.06
C  -5.85582  -2.52559  -0.87227  -0.19
C  -6.95302  -2.06201  0.10027  -0.27
C  -7.33911  -0.57602  0.02300  -0.65
I  -6.85430  0.56093  1.75876  0.79
H  -4.34339  -0.60395  -1.65270  0.12
H  -4.45635  -0.27470  0.07775  0.07
H  -1.88624  -1.61266  -0.51124  0.10
H  -2.13309  -0.21942  -1.54698  0.12
H  -2.47386  1.25120  0.32535  0.12
H  -2.47253  -0.09672  1.46878  0.11
H  -0.34983  0.49272  1.46601  0.06
H  -5.97038  -3.58535  -1.08184  0.12
H  -5.98414  -2.00000  -1.82096  0.12
H  -7.84534  -2.63426  -0.16864  0.11
H  -6.71889  -2.34837  1.12509  0.08
H  -8.41203  -0.44895  -0.08108  0.03
H  -6.86220  -0.06548  -0.81055  0.03
F  -1.72162  3.60788  3.32031  0.04
C  -0.64198  2.80664  3.46708  -0.29
C  0.56552  3.21530  2.94160  0.00
C  1.66507  2.38248  3.09521  -0.07
C  1.53751  1.16991  3.76154  -0.09
C  0.30912  0.78556  4.28106  -0.09
C  -0.80044  1.61044  4.13873  -0.02
H  0.63674  4.16096  2.42232  0.12
H  2.61741  2.68879  2.68910  0.08
H  2.39668  0.52268  3.87530  0.10
H  0.20593  -0.16068  4.79541  0.11
H  -1.77016  1.33694  4.53364  0.12
F  -5.19626  6.53719  9.20803  0.05
C  -4.54363  5.98323  8.16346  -0.29
C  -3.43071  5.20663  8.41393  -0.02
C  -2.76765  4.64132  7.33366  -0.08
C  -3.21515  4.85608  6.03688  -0.09
C  -4.33810  5.64357  5.82094  -0.08
C  -5.01612  6.21629  6.88786  -0.02
H  -3.09907  5.05566  9.43191  0.12
H  -1.89321  4.02786  7.50893  0.10
H  -2.69416  4.41303  5.20009  0.08
H  -4.69101  5.81595  4.81252  0.11
H  -5.89408  6.83081  6.74426  0.12
F  3.98210  4.32416  2.29805  0.04
C  5.22250  4.25662  1.75657  -0.28
C  5.90806  3.06183  1.82683  -0.02
C  7.17651  3.00181  1.26588  -0.08
C  7.73139  4.11934  0.65712  -0.10
C  7.01319  5.30621  0.60563  -0.07
C  5.74246  5.38504  1.15785  -0.01
H  5.45670  2.20592  2.30969  0.11
H  7.73176  2.07379  1.30571  0.11
H  8.71942  4.06777  0.22284  0.09
H  7.44451  6.17827  0.13218  0.11
H  5.16089  6.29597  1.12849  0.12
F  -4.36429  -2.64685  -4.19135  0.04
C  -3.13799  -3.22740  -4.24653  -0.27
C  -2.36408  -3.22760  -3.10617  0.00
C  -1.11276  -3.82485  -3.16110  -0.06
C  -0.66273  -4.40232  -4.34038  -0.10
C  -1.46649  -4.37877  -5.47295  -0.10
C  -2.72243  -3.78767  -5.43689  -0.02
H  -2.74899  -2.77856  -2.20608  0.08
H  -0.49409  -3.84038  -2.27330  0.11
H  0.31069  -4.87252  -4.37964  0.10
H  -1.11467  -4.82478  -6.39472  0.11
H  -3.36778  -3.75947  -6.30411  0.12
F  10.05960  4.65767  -1.71523  0.04
C  9.66855  4.25142  -2.94529  -0.28
C  10.25569  4.83676  -4.04803  -0.02
C  9.85203  4.41612  -5.30725  -0.08
C  8.88127  3.43360  -5.44343  -0.10
C  8.30959  2.86579  -4.31327  -0.08
C  8.70162  3.27177  -3.04529  -0.01
H  11.00814  5.60161  -3.91466  0.12
H  10.30139  4.86030  -6.18551  0.10
H  8.57081  3.11153  -6.42799  0.10
H  7.55048  2.10163  -4.41475  0.11
H  8.26922  2.84306  -2.15158  0.11
F  1.02889  -7.45512  -5.10001  0.05
C  0.17762  -8.19831  -4.35640  -0.28
C  -1.17597  -7.95774  -4.46709  -0.02
C  -2.04472  -8.71967  -3.69921  -0.08
C  -1.55386  -9.69676  -2.84382  -0.10
C  -0.18573  -9.91388  -2.75548  -0.08
C  0.69797  -9.16114  -3.51632  -0.02
H  -1.53319  -7.18617  -5.13360  0.10
H  -3.10991  -8.54367  -3.76965  0.11
H  -2.23545  -10.28600  -2.24560  0.10
H  0.20083  -10.67241  -2.08775  0.10
H  1.76748  -9.31167  -3.46596  0.12

Atoms 1-6, force components in eV/Å:
O 0.1 0.0 0.0
S -0.3 -0.1 -0.3
O 0.0 0.0 0.1
F 0.1 0.1 0.0
N -0.1 0.2 0.5
C 0.1 0.0 -0.1

Calculated values
Structure (SMILES): O=S(=O)(F)N(CCCO)CCCI.Fc1ccccc1.Fc1ccccc1.Fc1ccccc1.Fc1ccccc1.Fc1ccccc1.Fc1ccccc1
Maximum force (eV/A): 0.5
Orbital gap (eV): 9.52
Charge: 0
E (Eh): -3301.6139

***

# 2
This record from the Open Molecules 2025 dataset describes a structure of composition C42H43N3OPRuS2Si. The level of theory is ωB97M-V/def2-TZVPD.

Each line ends with the Löwdin charge.
Positions of all 94 atoms, in Å:
Ru  -0.19090  0.60986  -0.40349  0.37
C  2.43100  -2.89387  -0.25545  -0.04
C  1.39699  -2.02402  -0.93987  -0.23
N  0.66151  -1.24548  -0.18846  -0.11
N  0.70510  -1.74935  1.13169  -0.07
C  0.55928  -0.92696  2.08589  -0.96
S  0.49223  0.81124  1.78496  0.68
S  0.53477  -1.44808  3.74273  0.99
C  0.86256  -3.22163  3.60196  -0.38
C  -0.35850  -4.09620  3.45306  -0.28
C  -1.46554  -3.70507  2.70707  -0.06
C  -2.54992  -4.55874  2.55976  -0.08
C  -2.54138  -5.81255  3.15533  -0.09
C  -1.44225  -6.20801  3.90447  -0.08
C  -0.35936  -5.35230  4.05302  -0.05
C  1.25884  -2.18215  -2.40469  -0.07
C  1.75915  -3.38596  -2.93905  -0.02
C  1.66532  -3.74102  -4.27050  -0.06
C  1.03609  -2.89545  -5.16314  -0.05
C  0.49147  -1.72317  -4.68099  -0.01
C  0.60213  -1.38240  -3.34473  -0.21
O  -0.08430  -0.22716  -2.95459  -0.21
H  2.83329  -2.37080  0.60423  0.08
H  3.26113  -3.11348  -0.92093  0.08
H  2.00537  -3.83338  0.10698  0.10
H  1.40395  -3.47234  4.51393  0.08
H  1.54174  -3.34646  2.76005  0.07
H  -1.48474  -2.72658  2.24140  0.09
H  -3.40742  -4.24085  1.97878  0.10
H  -3.39015  -6.47557  3.04141  0.10
H  -1.42910  -7.17991  4.38191  0.10
H  0.49342  -5.66313  4.64814  0.11
H  2.21443  -4.10219  -2.27557  0.10
H  2.06827  -4.69091  -4.59827  0.11
H  0.93731  -3.14923  -6.21063  0.12
H  -0.05527  -1.07969  -5.34829  0.10
N  -1.23007  2.58740  -0.33603  -0.05
C  -2.67621  2.59634  -0.37350  -0.35
C  -3.35174  1.48056  0.10700  -0.07
C  -4.73800  1.44599  0.06248  -0.07
C  -5.44938  2.50967  -0.47876  -0.08
C  -4.76914  3.61331  -0.97011  -0.07
C  -3.38086  3.66134  -0.91370  -0.05
H  -0.93467  2.73393  0.62048  0.01
H  -0.86211  3.37322  -0.86085  0.09
H  -2.76652  0.65300  0.48171  0.08
H  -5.26332  0.57607  0.43867  0.11
H  -6.53036  2.47541  -0.52184  0.11
H  -5.31727  4.44614  -1.39291  0.11
H  -2.85172  4.53751  -1.27929  0.11
C  -1.46124  2.02088  -3.24024  -0.13
P  0.16705  1.28692  -3.35844  0.87
C  1.49084  1.97254  -2.38203  -0.19
C  0.63562  1.45223  -5.09359  -0.29
C  1.91887  1.84976  -5.46067  -0.06
C  2.25574  2.00031  -6.79990  -0.05
C  1.31441  1.75643  -7.78525  -0.05
C  0.02944  1.36114  -7.43277  -0.05
C  -0.30837  1.21518  -6.09911  -0.10
H  -1.99040  1.86035  -4.17509  0.06
H  -1.37397  3.09593  -3.07755  0.07
H  -2.00121  1.57345  -2.41585  0.04
H  1.51533  3.05879  -2.49084  0.08
H  2.44178  1.55294  -2.71370  0.06
H  1.35290  1.68861  -1.29859  0.00
H  2.67430  2.04959  -4.71271  0.10
H  3.25771  2.31029  -7.06830  0.12
H  1.57734  1.87485  -8.83016  0.12
H  -0.70977  1.16770  -8.20011  0.12
H  -1.31051  0.88711  -5.85072  0.11
C  1.66036  4.97957  5.41488  -0.08
C  0.47030  5.33490  4.79366  -0.08
C  -0.28078  4.37045  4.13497  -0.11
C  0.14640  3.04199  4.08793  -0.33
C  1.35102  2.70225  4.70998  -0.11
C  2.10112  3.66234  5.37313  -0.08
Si  -0.89857  1.75929  3.24093  0.55
C  -1.89746  0.69981  4.38264  -0.33
C  -1.39443  0.16688  5.57235  -0.16
C  -2.21515  -0.55085  6.42500  -0.07
C  -3.55339  -0.74946  6.09988  -0.07
C  -4.07051  -0.21922  4.92691  -0.07
C  -3.24605  0.50519  4.07460  -0.10
H  2.24783  5.72974  5.93085  0.11
H  0.12630  6.36155  4.82382  0.11
H  -1.21367  4.65879  3.65940  0.10
H  1.71688  1.67882  4.66560  0.09
H  3.03183  3.38630  5.85431  0.11
H  -1.84735  2.43396  2.32325  0.01
H  -0.35518  0.31970  5.84313  0.09
H  -1.81528  -0.95634  7.34660  0.11
H  -4.19291  -1.31233  6.76931  0.11
H  -5.11445  -0.36277  4.67739  0.11
H  -3.66239  0.92340  3.16237  0.08

Atoms 1-6, force components in eV/Å:
Ru 0.0 -0.4 0.0
C 0.0 -0.1 -0.2
C 0.0 0.0 0.2
N 0.3 0.0 -0.2
N 0.0 0.2 0.2
C 0.0 -0.2 0.2

Calculated values
Maximum force (eV/A): 0.6
Orbital gap (alpha / beta) (eV): 5.70 / 5.51
Charge: +1
E (Eh): -3387.5933

***

# 3
This record from the Open Molecules 2025 dataset describes a structure of composition C42H44Cl4N8Sn in a non-equilibrium geometry. The level of theory is ωB97M-V/def2-TZVPD.

Each line ends with the Löwdin charge.
Positions of all 99 atoms, in Å:
Sn  18.16771  12.92007  -1.67440  1.14
Cl  14.87935  11.69269  -1.48037  -0.41
Cl  21.48667  11.88464  -2.30482  -0.41
Cl  22.24800  8.99618  1.43386  0.56
C  22.06476  10.77396  1.67420  -0.66
C  22.18595  11.18251  3.10640  -0.67
Cl  23.78213  10.59466  3.58652  0.55
H  21.08498  11.05405  1.28730  0.03
H  22.77604  11.32468  1.05866  0.07
H  21.46726  10.61692  3.69943  0.06
H  22.18470  12.26421  3.24073  0.07
N  18.52853  9.65401  -0.64367  0.05
C  17.35332  9.09207  -0.16646  -0.16
C  17.24400  7.79542  0.26957  -0.09
C  18.28723  6.93394  0.03947  -0.09
C  19.52392  7.43131  -0.37542  -0.07
C  19.60049  8.81531  -0.70311  -0.17
H  16.49892  9.73905  -0.03296  0.05
H  16.38192  7.32616  0.72014  0.11
H  18.15739  5.86495  0.12192  0.10
H  20.49333  6.97802  -0.52093  0.09
H  20.55808  9.13153  -1.08967  0.06
N  17.85525  11.18491  -4.11409  0.00
C  18.95136  10.80801  -4.83537  -0.15
C  18.86112  10.16685  -6.06819  -0.07
C  17.61804  9.98226  -6.60361  -0.07
C  16.47740  10.39533  -5.89698  -0.07
C  16.62703  10.85233  -4.60998  -0.16
H  19.87191  10.89269  -4.27698  0.03
H  19.70616  9.69715  -6.54953  0.10
H  17.44207  9.52639  -7.56674  0.11
H  15.47944  10.31209  -6.30140  0.10
H  15.69578  11.01857  -4.08888  0.05
N  22.08763  11.02397  -8.43031  0.04
C  23.23057  10.37089  -8.13363  -0.15
C  23.89456  10.49239  -6.87839  -0.06
C  23.21126  11.17031  -5.85047  -0.07
C  21.96422  11.75569  -6.14131  -0.09
C  21.55394  11.80575  -7.48688  -0.17
H  23.65409  9.72105  -8.88512  0.09
H  24.76213  9.90812  -6.60940  0.09
H  23.64077  11.12983  -4.86038  0.09
H  21.37760  12.25507  -5.38441  0.04
H  20.73635  12.49721  -7.62771  0.10
N  19.73491  15.54933  -1.02332  0.00
C  21.10228  15.47136  -0.87547  -0.16
C  22.00069  16.45325  -1.27708  -0.04
C  21.37871  17.66449  -1.66913  -0.06
C  19.99402  17.82521  -1.71638  -0.07
C  19.19475  16.73656  -1.42339  -0.15
H  21.42953  14.52449  -0.47204  0.07
H  23.06210  16.36233  -1.09949  0.11
H  22.04083  18.47262  -1.94288  0.10
H  19.53451  18.75029  -2.03179  0.10
H  18.12104  16.80013  -1.52094  0.07
N  16.27358  14.13427  1.22286  0.05
C  16.50181  15.36297  1.79056  -0.14
C  15.98644  15.73020  3.05234  -0.07
C  15.21236  14.79444  3.77934  -0.07
C  15.01748  13.50389  3.24486  -0.07
C  15.57385  13.21798  2.00038  -0.14
H  16.99244  16.10344  1.17624  0.09
H  16.12056  16.75442  3.36758  0.09
H  14.80968  15.00297  4.75953  0.10
H  14.31673  12.87070  3.76871  0.10
H  15.36130  12.29553  1.48047  0.06
N  19.00082  12.35072  1.57136  0.04
C  18.58413  11.32269  2.34377  -0.11
C  18.80877  11.34379  3.74503  -0.06
C  19.36082  12.44856  4.33819  -0.09
C  19.79732  13.49583  3.53599  -0.09
C  19.67268  13.38248  2.17226  -0.15
H  18.19327  10.45739  1.82911  0.08
H  18.52124  10.49795  4.35189  0.11
H  19.42722  12.56794  5.40951  0.11
H  20.27180  14.37341  3.94965  0.11
H  19.87458  14.27593  1.60008  0.09
N  19.13657  14.01914  -4.66303  0.04
C  18.27758  14.20594  -5.66368  -0.16
C  18.47920  15.09920  -6.71779  -0.06
C  19.65458  15.86251  -6.73256  -0.08
C  20.62674  15.61984  -5.78417  -0.06
C  20.32861  14.67983  -4.74440  -0.13
H  17.33514  13.68012  -5.70495  0.10
H  17.69588  15.13274  -7.46054  0.10
H  19.82520  16.62345  -7.47974  0.10
H  21.58822  16.10958  -5.83007  0.10
H  21.10512  14.54053  -4.00681  0.07
N  15.93579  15.72348  -2.66483  0.05
C  16.04336  16.81487  -3.43952  -0.15
C  14.91377  17.51309  -3.85124  -0.09
C  13.69502  17.07797  -3.49462  -0.10
C  13.56810  15.92975  -2.72782  -0.05
C  14.72477  15.29441  -2.31615  -0.15
H  16.99983  17.29870  -3.57171  0.09
H  14.97059  18.43824  -4.40555  0.10
H  12.75601  17.46532  -3.86152  0.11
H  12.55282  15.67552  -2.46141  0.11
H  14.71717  14.40072  -1.70980  0.02

Atoms 1-6, force components in eV/Å:
Sn 0.2 -1.3 -0.5
Cl 1.1 0.4 0.0
Cl -1.0 0.4 0.2
Cl -0.1 0.6 0.0
C -0.8 0.6 -1.1
C 0.5 -1.1 -0.1

Calculated values
Maximum force (eV/A): 2.6
Orbital gap (eV): 7.62
Charge: 0
E (Eh): -4119.8838